[1]
{
  "formula": "C33H40MgN4P2S",
  "method": "the ωB97M-V functional and the def2-TZVPD basis",
  "symbols": ["Mg", "C", "C", "C", "C", "C", "C", "C", "C", "C", "H", "H", "H", "H", "H", "H", "H", "H", "H", "H", "H", "H", "H", "H", "H", "P", "P", "N", "N", "N", "N", "C", "C", "C", "C", "C", "C", "C", "C", "C", "C", "C", "C", "C", "C", "C", "C", "C", "C", "H", "H", "H", "H", "H", "H", "H", "H", "H", "H", "H", "H", "H", "H", "H", "H", "H", "H", "H", "H", "S", "C", "C", "C", "C", "C", "C", "H", "H", "H", "H", "H"],
  "xyz": [[-0.219, -1.909, 0.230], [5.143, 1.575, -1.329], [4.270, 2.389, -0.709], [3.679, 3.656, -1.273], [3.260, 3.489, -2.756], [2.643, 2.136, -3.078], [3.384, 1.139, -3.572], [4.860, 1.247, -3.855], [5.685, 1.849, -2.676], [-2.005, -3.192, 0.195], [5.586, 0.706, -0.827], [3.990, 2.233, 0.316], [4.410, 4.508, -1.214], [2.806, 3.922, -0.622], [2.544, 4.319, -2.971], [4.146, 3.701, -3.383], [1.550, 2.103, -3.013], [2.924, 0.186, -3.858], [5.094, 1.899, -4.748], [5.236, 0.225, -4.108], [6.689, 1.394, -2.745], [5.836, 2.932, -2.843], [-2.061, -3.733, 1.159], [-1.940, -3.952, -0.591], [-2.978, -2.718, 0.030], [-1.545, -0.145, -1.106], [-0.058, 0.259, 1.705], [-1.086, -0.838, -2.687], [-3.213, 0.450, -1.493], [1.676, -0.160, 1.571], [0.081, 0.903, 3.327], [-0.507, 1.342, -0.895], [-0.253, 1.704, 0.608], [-0.619, -2.169, -2.710], [-0.352, -2.513, -4.026], [-0.628, -1.371, -4.845], [-1.101, -0.361, -3.998], [-4.331, -0.393, -1.650], [-5.477, 0.393, -1.739], [-5.070, 1.762, -1.643], [-3.686, 1.775, -1.500], [2.102, -1.516, 1.459], [3.445, -1.503, 1.077], [3.842, -0.153, 0.901], [2.739, 0.643, 1.219], [1.127, 1.606, 3.950], [0.741, 1.915, 5.251], [-0.593, 1.398, 5.439], [-0.961, 0.765, 4.261], [-1.082, 2.140, -1.395], [0.443, 1.210, -1.445], [0.628, 2.357, 0.709], [-1.142, 2.237, 0.981], [-0.659, -2.807, -1.825], [-0.001, -3.482, -4.359], [-0.502, -1.324, -5.915], [-1.509, 0.620, -4.222], [-4.206, -1.470, -1.736], [-6.493, 0.036, -1.848], [-5.724, 2.623, -1.652], [-2.989, 2.612, -1.466], [1.513, -2.325, 1.892], [4.083, -2.361, 0.878], [4.789, 0.178, 0.512], [2.630, 1.725, 1.250], [2.058, 1.811, 3.431], [1.335, 2.431, 5.990], [-1.184, 1.489, 6.336], [-1.852, 0.206, 3.983], [-3.249, -1.320, 1.930], [-3.775, -2.485, 3.027], [-5.171, -2.784, 3.082], [-5.612, -3.893, 3.797], [-4.689, -4.694, 4.481], [-3.370, -4.258, 4.644], [-2.909, -3.122, 3.965], [-5.824, -2.094, 2.530], [-6.681, -4.098, 3.821], [-5.023, -5.617, 4.940], [-2.703, -4.776, 5.319], [-1.933, -2.663, 4.132]],
  "homo_energy_ev": -5.480,
  "relative_energy_ev": 0.000,
  "homo_lumo_gap_ha": 0.1623,
  "energy_ev": -75682.0516
}



[2]
{
  "formula": "C33H40N4P2SSn",
  "method": "the ωB97M-V functional and the def2-TZVPD basis",
  "symbols": ["Sn", "C", "C", "C", "C", "C", "C", "C", "C", "C", "H", "H", "H", "H", "H", "H", "H", "H", "H", "H", "H", "H", "H", "H", "H", "P", "P", "N", "N", "N", "N", "C", "C", "C", "C", "C", "C", "C", "C", "C", "C", "C", "C", "C", "C", "C", "C", "C", "C", "H", "H", "H", "H", "H", "H", "H", "H", "H", "H", "H", "H", "H", "H", "H", "H", "H", "H", "H", "H", "S", "C", "C", "C", "C", "C", "C", "H", "H", "H", "H", "H"],
  "xyz": [[0.175, 0.438, 2.892], [-2.005, 2.051, -5.819], [-2.100, 0.847, -5.245], [-1.281, -0.362, -5.574], [0.074, -0.108, -6.280], [1.039, 0.757, -5.516], [1.135, 2.090, -5.522], [0.315, 3.040, -6.351], [-1.041, 2.507, -6.879], [1.801, 0.970, 4.284], [-2.727, 2.830, -5.541], [-2.908, 0.668, -4.525], [-1.872, -1.033, -6.224], [-1.086, -0.930, -4.651], [0.559, -1.094, -6.368], [-0.104, 0.238, -7.305], [1.760, 0.174, -4.928], [1.936, 2.574, -4.949], [0.906, 3.364, -7.225], [0.118, 3.951, -5.764], [-1.524, 3.364, -7.378], [-0.863, 1.760, -7.661], [1.367, 1.741, 4.944], [2.640, 1.386, 3.711], [2.108, 0.095, 4.876], [1.760, -0.344, 0.912], [-1.457, -0.631, 0.849], [2.771, 0.977, 0.404], [2.909, -1.590, 1.305], [-2.101, 0.664, -0.113], [-2.874, -1.550, 1.227], [0.947, -0.890, -0.607], [-0.446, -1.561, -0.353], [2.570, 2.308, 0.813], [3.443, 3.119, 0.114], [4.217, 2.281, -0.761], [3.785, 0.972, -0.567], [3.777, -1.540, 2.415], [4.425, -2.763, 2.530], [3.954, -3.603, 1.464], [3.026, -2.871, 0.738], [-2.289, 1.964, 0.397], [-2.731, 2.777, -0.630], [-2.803, 1.979, -1.819], [-2.406, 0.694, -1.478], [-3.980, -1.893, 0.434], [-4.749, -2.824, 1.124], [-4.109, -3.056, 2.391], [-2.970, -2.287, 2.427], [1.605, -1.605, -1.126], [0.822, -0.008, -1.264], [-1.019, -1.675, -1.291], [-0.306, -2.574, 0.072], [1.818, 2.546, 1.558], [3.527, 4.198, 0.194], [4.991, 2.606, -1.441], [4.103, 0.038, -1.010], [3.851, -0.642, 3.008], [5.149, -3.035, 3.286], [4.267, -4.623, 1.275], [2.442, -3.134, -0.133], [-2.054, 2.180, 1.432], [-2.976, 3.828, -0.561], [-3.096, 2.308, -2.807], [-2.291, -0.195, -2.084], [-4.105, -1.461, -0.547], [-5.640, -3.316, 0.763], [-4.456, -3.743, 3.164], [-2.168, -2.221, 3.156], [0.200, -1.931, 3.882], [-0.330, -1.453, 5.471], [0.484, -1.737, 6.592], [0.167, -1.191, 7.832], [-0.982, -0.395, 7.990], [-1.797, -0.132, 6.880], [-1.494, -0.680, 5.634], [1.382, -2.335, 6.446], [0.823, -1.362, 8.688], [-1.234, 0.026, 8.970], [-2.664, 0.522, 6.986], [-2.107, -0.448, 4.766]],
  "charge": 2,
  "homo_energy_ev": -12.720,
  "homo_lumo_gap_ha": 0.1061,
  "energy_ev": -76055.5365
}